Formula: C26H59BrN3O2S3Si
Source: OMol25
Level of theory: ωB97M-V with the def2-TZVPD basis set

Element x y z (Å)
C 1.5272 -2.9811 3.6459
C 0.0124 -2.7161 3.8153
C -0.8003 -3.3427 2.6863
C -2.3177 -3.2203 2.8720
C -2.9593 -1.9770 2.2167
C -3.3943 -0.8933 3.2159
C -2.5337 0.3637 3.1883
C -2.5513 1.1013 1.8592
C -1.2086 1.7570 1.5435
C -0.2692 0.6949 0.9591
C 1.2269 0.9860 1.1853
C 2.1526 1.1507 -0.0395
C 1.4281 2.1280 -1.0111
Br 2.6179 3.4741 -1.8077
C 0.6403 1.4434 -2.1614
C 1.3539 1.2139 -3.4916
C 3.4933 1.6565 0.4937
C 4.2796 0.4807 1.0813
Si 5.6496 1.0690 2.2862
C 4.8248 2.3104 3.4350
C 7.0865 1.8859 1.4088
C 6.1610 -0.3675 3.3861
N 4.7880 -0.2712 -0.1197
C 5.4248 -1.5806 0.2188
C 3.8024 -0.4362 -1.0292
N 4.1080 -0.9729 -2.2659
N 2.4653 -0.1144 -0.7730
S 1.8268 -1.6114 -0.2405
H 1.7569 -3.4246 2.6771
H 1.9163 -3.6396 4.4174
H 2.0728 -2.0397 3.7180
H -0.3021 -3.1824 4.7461
H -0.1532 -1.6406 3.8634
H -0.4794 -2.9614 1.7128
H -0.5503 -4.4069 2.6847
H -2.7722 -4.1098 2.4364
H -2.5450 -3.2403 3.9368
H -3.8460 -2.3123 1.6845
H -2.2826 -1.5968 1.4496
H -4.4316 -0.6143 3.0258
H -3.3612 -1.3033 4.2243
H -2.8000 1.0351 4.0033
H -1.5064 0.0311 3.3918
H -2.7729 0.4251 1.0320
H -3.3583 1.8338 1.8753
H -1.3424 2.5574 0.8130
H -0.7872 2.1753 2.4590
H -0.5380 0.5053 -0.0747
H -0.4975 -0.2271 1.5001
H 1.6297 0.2681 1.8983
H 1.2976 1.9473 1.6942
H 0.7026 2.7251 -0.4730
H 0.2034 0.5136 -1.8109
H -0.1926 2.1161 -2.3681
H 1.2968 2.0783 -4.1438
H 0.8293 0.4125 -4.0163
H 2.3792 0.8789 -3.3815
H 3.3634 2.4333 1.2402
H 4.1261 2.0782 -0.2859
H 3.6497 -0.2260 1.6297
H 4.7783 3.2971 2.9785
H 3.7884 1.9859 3.5696
H 5.2948 2.3353 4.4127
H 7.9630 1.7800 2.0506
H 7.3513 1.4532 0.4462
H 6.9097 2.9558 1.3184
H 5.2716 -0.6516 3.9559
H 6.4790 -1.2601 2.8551
H 6.9035 -0.0460 4.1117
H 5.5018 -2.2156 -0.6559
H 4.8192 -2.0993 0.9570
H 6.4334 -1.4090 0.5763
H 4.2808 -0.3569 -3.0392
H 4.1700 -1.9626 -2.4054
H 0.8089 -1.7369 -1.1161
C -3.6146 -0.8240 -2.7490
S -4.2230 0.3333 -1.5154
O -4.5199 -0.4578 -0.2899
C -5.7803 0.6550 -2.3342
H -2.6465 -1.1929 -2.4125
H -4.3140 -1.6535 -2.8451
H -3.5045 -0.3100 -3.7039
H -6.3202 -0.2813 -2.4651
H -5.5912 1.1142 -3.3038
H -6.3589 1.3331 -1.7094
C -8.1002 1.6734 -6.0802
S -7.5103 0.0010 -6.3643
O -6.3729 -0.2221 -5.4280
C -6.7995 0.3212 -7.9816
H -8.5489 1.7051 -5.0895
H -7.2628 2.3695 -6.1307
H -8.8513 1.9233 -6.8289
H -6.0509 1.1094 -7.9016
H -7.5908 0.6125 -8.6718
H -6.3329 -0.5982 -8.3282

- 2S+1 = 1
- Kohn-Sham gap (eV) = 6.34
- electronic energy (eV) = -146902.2440
- net charge = +1


Formula: C26H59ClN4O2PS2
Source: OMol25
Level of theory: ωB97M-V with the def2-TZVPD basis set

Element x y z (Å)
C -5.7222 5.8715 0.6411
C -4.2962 5.7605 1.1705
N -3.3283 5.5184 0.0725
C -2.3248 6.5844 -0.0622
C -2.9644 7.8166 -0.6757
C -2.8224 4.2457 0.0574
S -3.7625 2.9202 -0.1350
S -1.0813 4.0403 0.2786
C -0.9735 2.2585 0.4778
C 0.4550 1.7629 0.2289
C 1.0046 1.0616 1.4636
P 2.7104 0.4653 1.3285
N 2.6348 -1.1489 1.7073
C 3.3108 0.8077 -0.3320
C 4.8391 0.7175 -0.6134
C 5.6624 -0.2027 0.2749
Cl 6.9023 -1.0005 -0.7407
C 3.6578 1.2694 2.6412
O 4.6542 0.3854 3.1052
C 5.6716 1.0706 3.8001
C 5.4754 1.2374 5.2682
O 6.6509 1.4902 3.1835
H -5.8568 5.1065 -0.1086
H -5.8561 6.8219 0.1455
H -6.4519 5.7444 1.4255
H -4.0409 6.6872 1.6648
H -4.2530 4.9454 1.8763
H -1.9008 6.8617 0.8977
H -1.5435 6.2660 -0.7333
H -3.3042 7.5856 -1.6761
H -3.8304 8.1274 -0.1079
H -2.2724 8.6448 -0.7100
H -1.6695 1.7728 -0.1839
H -1.2946 2.0240 1.4847
H 1.0664 2.5977 -0.0851
H 0.3970 1.0583 -0.5889
H 0.9551 1.7461 2.3031
H 0.3778 0.2147 1.7032
H 3.5004 -1.4983 2.1017
H 2.3827 -1.6681 0.8706
H 2.7909 0.1356 -1.0036
H 2.9940 1.8145 -0.5594
H 5.2589 1.7102 -0.6465
H 4.9169 0.3312 -1.6172
H 6.2070 0.3327 1.0316
H 5.0908 -1.0199 0.6776
H 4.0516 2.2270 2.3135
H 2.9509 1.4757 3.4427
H 6.3712 0.8961 5.7652
H 5.3547 2.2817 5.5105
H 4.6444 0.6724 5.6620
C -2.3643 -1.2788 1.3769
C -3.0241 -1.3087 0.0064
N -2.4924 -2.3367 -0.8660
C -2.9196 -2.1909 -2.2480
C -4.4113 -2.3460 -2.5676
C -2.5191 -3.6884 -0.3330
C -3.8755 -4.2761 0.0808
H -1.2801 -1.1688 1.2843
H -2.7483 -0.4315 1.9477
H -2.5699 -2.1789 1.9560
H -2.8456 -0.3407 -0.4713
H -4.1132 -1.3887 0.1439
H -2.3498 -2.8967 -2.8581
H -2.6018 -1.1977 -2.5817
H -4.7268 -3.3874 -2.5462
H -4.6089 -1.9745 -3.5744
H -5.0413 -1.7794 -1.8819
H -1.8556 -3.7209 0.5359
H -2.0489 -4.3495 -1.0651
H -4.4831 -3.5599 0.6348
H -3.7179 -5.1400 0.7287
H -4.4509 -4.6217 -0.7754
C 3.4481 -2.6276 -1.3746
C 2.1101 -3.1895 -0.9105
N 1.0328 -2.9218 -1.8359
C -0.2857 -3.2040 -1.2852
C -0.6294 -4.6554 -0.9308
C 1.2593 -3.3620 -3.2049
C 1.5395 -4.8515 -3.4448
H 3.3738 -1.5565 -1.5860
H 4.2019 -2.7718 -0.5968
H 3.8161 -3.1242 -2.2699
H 1.8415 -2.7147 0.0414
H 2.2366 -4.2594 -0.6865
H -1.0346 -2.8187 -1.9801
H -0.3966 -2.5963 -0.3797
H -0.8356 -5.2527 -1.8165
H -1.5311 -4.6758 -0.3165
H 0.1632 -5.1430 -0.3624
H 2.0961 -2.7878 -3.6099
H 0.3996 -3.0547 -3.8027
H 2.2394 -5.2642 -2.7169
H 1.9821 -4.9846 -4.4327
H 0.6308 -5.4490 -3.4207

- 2S+1 = 1
- Kohn-Sham gap (eV) = 7.25
- electronic energy (eV) = -81443.1117
- net charge = +1


Formula: C26H60B2MgO12S5
Source: OMol25
Level of theory: ωB97M-V with the def2-TZVPD basis set

Element x y z (Å)
Mg 0.2006 -1.6185 -1.4242
B 2.1107 -2.1752 -1.4897
H 2.1233 -1.0963 -1.8109
H 1.3792 -2.7404 -2.1392
H 3.1328 -2.7112 -1.4657
H 1.6622 -2.2398 -0.4589
B -0.6527 -0.1516 -0.2674
H -1.2355 -0.7733 -1.0062
H 0.3619 0.0450 -0.7168
H -1.1965 0.8397 -0.0420
H -0.4698 -0.8831 0.6168
C -2.2801 3.2387 0.7194
C -1.3592 3.9962 -0.1935
O -1.7928 4.4921 -1.2083
C 0.1455 3.9323 0.0221
H -2.2446 3.7549 1.6828
H -2.1217 2.1718 0.8222
H -3.2881 3.4125 0.3398
H 0.5596 4.6020 0.7790
H 0.6147 4.2928 -0.8964
H 0.5109 2.9315 0.2401
C -4.4087 0.5480 1.0306
C -5.8085 0.3360 0.5535
O -6.5157 -0.4838 1.1103
C -6.3271 1.1300 -0.6358
H -3.7536 0.5624 0.1592
H -4.1330 -0.2315 1.7380
H -4.4258 1.4398 1.6651
H -7.1191 1.8297 -0.3713
H -6.7049 0.4790 -1.4196
H -5.4717 1.7433 -0.9329
C 3.2123 0.5613 1.0831
C 3.0887 1.9606 1.5837
C 3.8498 2.8493 0.6207
S 5.2886 1.8948 0.1095
O 6.4023 2.2168 0.9937
O 5.4095 1.9303 -1.3382
C 4.6527 0.2943 0.6630
H 2.5974 0.3523 0.1989
H 2.8250 -0.2139 1.7510
H 3.5838 2.0317 2.5594
H 2.0566 2.2782 1.7185
H 4.2117 3.7975 1.0192
H 3.3221 3.1299 -0.2936
H 5.2782 0.0173 1.5110
H 4.7752 -0.4161 -0.1521
C 1.4598 0.8647 5.2952
C 0.8462 -0.3235 4.5753
C 0.0179 0.1322 3.3785
S -0.5652 1.8200 3.8484
O -1.9902 1.7915 4.0958
O -0.0770 2.7618 2.8360
C 0.3728 1.9083 5.4322
H 2.3436 1.2650 4.7929
H 1.8102 0.6540 6.3075
H 0.1941 -0.8994 5.2377
H 1.6009 -1.0482 4.2630
H -0.9466 -0.3184 3.1508
H 0.5668 0.2414 2.4441
H -0.3744 1.6042 6.1691
H 0.5723 2.9568 5.6423
C 1.8033 2.8490 -3.2923
C 2.7707 1.7031 -3.5707
C 2.1314 0.7993 -4.6236
S 0.3706 0.7399 -4.0201
O 0.2081 -0.4546 -3.1751
O -0.5951 0.9388 -5.0973
C 0.4638 2.2472 -2.9626
H 1.7322 3.4640 -4.1921
H 2.0753 3.4649 -2.4356
H 3.0142 1.1412 -2.6632
H 3.7492 2.1161 -3.8209
H 2.5125 -0.1925 -4.8463
H 2.1583 1.3357 -5.5753
H 0.4271 1.7715 -1.9766
H -0.5004 2.7507 -3.0132
C -3.5785 -0.6289 -2.8463
C -4.4616 -1.5675 -2.0263
C -3.7196 -2.9098 -1.8354
S -2.4062 -2.9254 -3.0862
O -2.4397 -4.1456 -3.8593
O -1.1689 -2.5599 -2.4077
C -2.9994 -1.4485 -3.9868
H -2.8154 -0.2274 -2.1744
H -4.1559 0.2440 -3.1544
H -5.3690 -1.7828 -2.5944
H -4.7802 -1.0770 -1.1074
H -4.4727 -3.6681 -2.0260
H -3.1599 -3.0664 -0.9143
H -3.7645 -1.9334 -4.6017
H -2.2567 -1.0236 -4.6567
C 2.1652 -3.3343 2.1652
C 2.6730 -4.6385 1.5100
C 1.6600 -5.0912 0.4571
S 0.0388 -4.3154 0.8791
O -0.9110 -5.2996 1.3558
O -0.3559 -3.3373 -0.1314
C 0.6793 -3.4774 2.3509
H 2.3848 -2.4990 1.4944
H 2.6863 -3.0565 3.0826
H 2.7989 -5.4185 2.2602
H 3.6356 -4.4517 1.0376
H 1.4522 -6.1607 0.4699
H 1.8839 -4.8433 -0.5793
H 0.4360 -4.2264 3.1089
H 0.1221 -2.5718 2.5840

- 2S+1 = 1
- Kohn-Sham gap (eV) = 9.62
- electronic energy (eV) = -113476.1281
- energy relative to the best compared isomer or geometry (same formula, charge and spin) (eV) = 0.242


Formula: C26H60Cl12O6P3S
Source: OMol25
Level of theory: ωB97M-V with the def2-TZVPD basis set

Element x y z (Å)
C 7.2996 -1.4289 2.4559
C 7.3203 -2.0671 0.9459
C 6.4586 -3.4429 0.7662
C 4.9632 -3.4617 1.3788
C 3.9089 -2.2947 1.1922
P 2.8746 -1.9806 -0.3813
C 1.7943 -1.8777 -1.9564
C 1.2366 -1.6523 0.5995
C 0.2360 -0.4626 0.1779
C -0.0247 0.6132 1.4354
C -1.0888 -0.2052 2.4338
C 3.1325 -0.1039 -0.2136
S 4.8559 0.6025 -0.2234
C 5.1278 1.5972 1.3846
C 5.4863 3.1923 1.0343
C 4.3632 -2.1610 -1.5920
P 4.4176 -1.1785 -3.2218
O 5.9781 -1.0747 -3.6377
O 3.7169 -2.0460 -4.6085
O 3.8141 0.4156 -3.2867
P 2.3789 -4.0993 -0.3462
O 3.4322 -5.1352 -0.8859
O 0.9235 -4.5666 -1.2529
O 2.0065 -4.7693 1.2593
H 7.9429 -0.4260 2.4125
H 7.7594 -2.1879 3.2302
H 6.2364 -1.1220 2.8408
H 8.4580 -2.3526 0.7238
H 7.0591 -1.2517 0.1150
H 6.4277 -3.7237 -0.3939
H 7.0889 -4.3271 1.2627
H 4.5958 -4.5966 1.3267
H 5.2156 -3.4027 2.5590
H 4.3756 -1.3169 1.6980
H 3.1115 -2.5883 2.0430
H 1.7273 -0.8320 -2.4638
H 2.1439 -2.7592 -2.6829
H 0.6395 -2.1537 -1.8136
H 0.6215 -2.6720 0.5094
H 1.4158 -1.4121 1.7558
H 0.4378 0.1785 -0.7560
H -0.8467 -0.9424 0.0112
H 0.9548 0.7941 2.0583
H -0.5601 1.6002 1.0789
H -1.4317 0.4244 3.3569
H -0.6218 -1.2553 2.7343
H -2.0410 -0.4714 1.7725
H 2.7700 0.1967 0.8880
H 2.5434 0.5585 -1.0137
H 5.9122 1.0972 2.0958
H 4.0520 1.6444 1.8936
H 4.4425 3.6694 0.7053
H 6.2835 3.2748 0.1803
H 5.9104 3.6939 2.0194
H 5.4067 -1.9409 -1.1185
H 4.5001 -3.2596 -2.0400
H 4.3864 -2.0917 -5.3540
H 3.0312 0.4195 -3.9189
H 1.0497 -5.4856 -1.6383
H 1.5630 -4.0985 1.8417
Cl -2.2588 3.9458 2.4152
C -3.8395 3.1388 2.2635
C -3.8050 1.9911 1.2667
Cl -3.6015 2.5611 -0.4085
H -4.5807 3.8939 1.9833
H -4.0982 2.7607 3.2570
H -4.7498 1.4406 1.3010
H -2.9944 1.2895 1.4876
Cl -3.3948 -3.7432 1.0365
C -3.1396 -4.0340 -0.7023
C -1.9159 -3.3039 -1.2330
Cl -2.1448 -1.5377 -1.2585
H -4.0489 -3.7354 -1.2335
H -3.0118 -5.1133 -0.8271
H -1.7174 -3.6122 -2.2638
H -1.0254 -3.5224 -0.6352
Cl -6.0330 6.5498 -3.7660
C -4.5352 6.5310 -2.8021
C -4.5198 5.3992 -1.7869
Cl -5.7078 5.6486 -0.4834
H -4.4303 7.5075 -2.3188
H -3.7071 6.4098 -3.5067
H -3.5363 5.3398 -1.3115
H -4.7293 4.4331 -2.2570
Cl 4.2829 -3.8522 4.5947
C 3.1592 -2.8467 5.5429
C 1.7073 -3.0985 5.1680
Cl 1.3232 -2.5093 3.5316
H 3.4369 -1.7979 5.3977
H 3.3205 -3.0985 6.5953
H 1.0474 -2.5658 5.8591
H 1.4583 -4.1635 5.2127
Cl -10.9899 7.0322 -7.9038
C -9.9385 6.0014 -6.9015
C -8.5067 6.5115 -6.8583
Cl -7.6829 6.3374 -8.4279
H -9.9910 4.9805 -7.2930
H -10.3637 6.0012 -5.8935
H -7.9282 5.9336 -6.1314
H -8.4631 7.5657 -6.5669
Cl -7.5236 2.6178 0.3440
C -8.3084 1.1841 1.0522
C -8.2925 1.2130 2.5724
Cl -6.6507 1.0082 3.2320
H -7.8060 0.2939 0.6607
H -9.3411 1.1781 0.6912
H -8.8966 0.3901 2.9660
H -8.7005 2.1510 2.9620

- 2S+1 = 1
- Kohn-Sham gap (eV) = 6.48
- electronic energy (eV) = -229187.8649
- net charge = -1